Record 1
ORCA calculation (ωB97M-V/def2-TZVPD) on 8 unconnected molecules or ions with the total composition C6H28FN13O6.

XYZ file:
```
54
Properties=species:S:1:pos:R:3:mulliken_charge:R:1
N -13.583 -22.619 16.105 -0.440
H -12.817 -22.839 16.725 0.303
H -13.717 -21.670 15.788 0.341
H -14.442 -22.856 16.580 0.383
H -13.692 -23.077 15.211 0.384
F -11.495 -19.239 16.459 -0.960
C -12.877 -16.113 20.614 0.678
O -11.810 -16.381 21.189 -0.736
N -13.232 -16.500 19.399 -0.363
N -13.589 -15.298 21.197 -0.361
H -12.589 -17.106 18.910 0.204
H -14.138 -16.261 19.021 0.150
H -13.121 -15.271 22.092 0.248
H -14.380 -14.793 20.825 0.176
C -9.671 -22.935 19.672 0.674
O -10.165 -23.490 18.661 -0.710
N -8.882 -23.426 20.549 -0.375
N -10.067 -21.744 19.884 -0.374
H -8.833 -22.814 21.351 0.181
H -8.671 -24.414 20.530 0.249
H -9.985 -21.225 20.747 0.178
H -10.389 -21.194 19.101 0.178
C -10.176 -14.368 14.906 0.640
O -11.142 -14.720 14.239 -0.652
N -9.514 -13.279 15.020 -0.477
N -9.661 -15.130 15.862 -0.444
H -9.260 -13.107 15.982 0.241
H -9.921 -12.487 14.544 0.245
H -10.110 -16.024 16.003 0.210
H -8.731 -14.863 16.154 0.229
C -16.575 -18.632 13.825 0.676
O -16.203 -19.788 13.610 -0.669
N -16.085 -17.804 14.730 -0.409
N -17.615 -18.094 13.332 -0.437
H -15.139 -18.037 14.993 0.223
H -16.644 -17.038 15.079 0.204
H -18.254 -18.497 12.661 0.222
H -17.586 -17.085 13.297 0.195
C -10.400 -19.906 11.881 0.667
O -10.303 -20.541 10.855 -0.718
N -9.391 -19.391 12.499 -0.381
N -11.514 -19.853 12.493 -0.343
H -8.549 -19.482 11.948 0.214
H -9.517 -18.842 13.337 0.208
H -11.539 -19.461 13.424 0.180
H -12.345 -20.203 12.038 0.167
C -6.209 -18.614 18.170 0.714
O -5.020 -18.328 18.148 -0.719
N -6.880 -18.874 17.080 -0.371
N -6.862 -18.723 19.252 -0.360
H -7.852 -19.128 17.188 0.151
H -6.367 -18.910 16.211 0.193
H -6.288 -18.492 20.050 0.213
H -7.822 -19.034 19.244 0.179
```

Summary:
* largest force on an atom: 8.339 eV/A
* Kohn-Sham gap: 6.925 eV
* net charge: 0
* energy above the lowest of the compared OMol25 structures with the same formula, charge and spin: 8.284 eV

=====

Record 2
ORCA calculation (ωB97M-V/def2-TZVPD) on 7 unconnected molecules or ions with the total composition C6H28N2O6.

XYZ file:
```
42
Properties=species:S:1:pos:R:3:mulliken_charge:R:1
C 0.044 -2.000 -2.407 -0.948
N -1.018 -0.966 -2.261 -0.331
C -1.340 -0.787 -0.854 0.538
C -2.033 0.616 -0.681 -1.228
C -1.513 1.330 0.512 0.924
C -1.357 2.865 0.415 -1.333
C -2.223 -1.918 -0.202 -0.653
N -1.587 -2.409 1.039 -0.502
H -0.043 -2.754 -1.600 0.304
H 1.059 -1.681 -2.516 0.238
H -0.154 -2.681 -3.282 0.348
H -1.823 -1.234 -2.792 0.241
H -0.436 -0.757 -0.212 0.112
H -1.984 1.122 -1.724 0.438
H -3.109 0.376 -0.611 0.335
H -0.537 0.856 0.767 -0.861
H -2.006 1.059 1.444 0.438
H -2.183 3.351 1.004 0.352
H -1.421 3.225 -0.616 0.295
H -0.421 3.114 0.926 0.313
H -2.304 -2.766 -0.881 0.380
H -3.163 -1.572 0.146 0.331
H -0.701 -1.959 1.251 0.165
H -1.413 -3.407 1.136 0.214
H 1.400 3.008 -1.062 0.306
H 1.844 2.399 -2.386 0.352
O 2.198 2.716 -1.541 -0.696
H 3.173 1.932 -0.473 0.473
H 3.930 0.618 -0.852 0.258
O 3.776 1.228 -0.131 -0.704
H 2.259 -1.417 2.703 0.339
H 2.959 -2.564 2.164 0.272
O 2.048 -2.233 2.192 -0.602
H -1.086 -1.292 3.083 0.330
H -0.128 -0.749 4.173 0.314
O -1.054 -0.873 3.953 -0.656
H 2.712 0.571 1.598 0.337
H 1.277 0.443 1.780 0.309
O 2.101 0.356 2.324 -0.724
H -0.425 0.817 -2.990 0.293
H -0.363 2.361 -3.140 0.316
O 0.156 1.597 -2.871 -0.632
```

Summary:
* largest force on an atom: 3.049 eV/A
* SMILES: CCC[C@@H](CN)NC.O.O.O.O.O.O
* Kohn-Sham gap: 9.547 eV
* net charge: 0
* energy above the lowest of the compared OMol25 structures with the same formula, charge and spin: 2.465 eV

=====

Record 3
ORCA calculation (ωB97M-V/def2-TZVPD) on 8 unconnected molecules or ions with the total composition C6H28N2O7.

XYZ file:
```
43
Properties=species:S:1:pos:R:3:mulliken_spin:R:1
C 2.226 -0.274 -1.098 0.001
C 1.117 0.734 -1.206 0.041
C 0.055 0.545 -0.143 -0.034
C -1.112 -0.379 -0.368 -0.105
C -2.120 -0.472 0.504 0.245
C -1.830 -2.284 -1.737 0.740
N -1.014 -1.258 -1.436 0.109
N 1.743 2.115 -0.886 0.000
H 3.136 -0.010 -1.654 0.000
H 2.398 -0.709 -0.120 0.003
H 2.126 -1.178 -1.720 0.001
H 0.787 0.934 -2.223 -0.007
H 0.502 0.230 0.801 0.008
H -0.407 1.475 0.178 -0.015
H -2.196 0.088 1.427 0.006
H -2.831 -1.286 0.556 -0.002
H -1.475 -3.038 -2.411 0.023
H -2.851 -2.357 -1.413 0.002
H -0.190 -1.045 -1.965 -0.034
H 1.903 2.707 -1.700 0.000
H 2.588 2.082 -0.312 0.001
H 1.107 2.696 -0.329 -0.001
H 0.239 2.855 2.677 0.000
H -0.097 4.286 2.509 0.000
O 0.320 3.560 2.023 0.000
H -0.311 -3.755 3.250 -0.001
H -0.764 -3.445 1.814 0.002
O -0.985 -3.290 2.745 0.006
H -2.212 -4.950 0.755 0.003
H -2.582 -3.613 1.119 -0.005
O -2.254 -4.077 0.331 0.002
H -1.374 2.614 -2.214 0.001
H -1.749 3.588 -1.218 0.000
O -1.014 2.980 -1.391 0.001
H -1.254 -1.125 -4.615 0.002
H 0.168 -0.477 -4.555 0.000
O -0.644 -0.626 -4.063 0.006
H 2.654 2.669 2.041 0.000
H 1.939 1.210 2.299 0.000
O 2.296 1.862 1.671 0.000
H 1.017 0.587 4.551 0.000
H 1.760 -0.459 3.879 0.000
O 1.186 0.289 3.645 0.001
```

Summary:
* multiplicity: 2
* largest force on an atom: 2.648 eV/A
* Kohn-Sham gap (spin up / spin down): 5.644 / 8.043 eV
* net charge: +1
* energy above the lowest of the compared OMol25 structures with the same formula, charge and spin: 0.997 eV
* ⟨S²⟩: 0.762

=====

Record 4
ORCA calculation (ωB97M-V/def2-TZVPD) on 8 unconnected molecules or ions with the total composition C6H28NO7.

XYZ file:
```
42
Properties=species:S:1:pos:R:3:mulliken_charge:R:1
C -0.517 1.745 -1.570 -1.412
C -0.068 0.324 -1.260 0.401
C -0.883 -0.506 -0.250 -0.195
C -2.342 -0.484 -0.604 0.099
C -2.685 -1.177 -1.712 -1.108
C -3.381 0.198 0.230 -1.101
N 1.367 0.396 -0.725 -0.072
H -1.573 1.679 -1.920 0.412
H 0.182 2.137 -2.372 0.438
H -0.286 2.417 -0.709 0.159
H 0.018 -0.164 -2.238 0.129
H -0.704 0.125 0.648 0.444
H -0.338 -1.419 -0.040 0.323
H -2.028 -1.450 -2.578 0.217
H -3.666 -1.603 -1.840 0.320
H -3.279 -0.091 1.282 0.277
H -3.256 1.271 0.099 0.256
H -4.410 0.034 -0.100 0.456
H 1.894 -0.433 -1.112 0.269
H 1.528 0.488 0.267 0.375
H 1.860 1.261 -1.209 0.496
H 3.107 2.571 0.108 0.350
H 2.012 3.335 -0.592 0.335
O 2.696 2.676 -0.768 -0.682
H 0.664 -4.201 -1.568 0.319
H -0.163 -2.986 -1.866 0.327
O 0.549 -3.285 -1.280 -0.694
H -2.840 1.904 2.236 0.291
H -1.679 2.843 2.210 0.284
O -1.907 1.932 1.989 -0.557
H 0.220 -2.930 3.860 0.300
H -0.017 -3.310 2.458 0.317
O 0.518 -2.678 2.964 -0.648
H 0.693 -1.224 1.977 0.292
H 1.184 -0.016 2.834 0.251
O 1.179 -0.365 1.945 -0.612
H 3.316 -1.856 -1.779 0.309
H 1.820 -2.260 -2.128 0.414
O 2.513 -1.570 -2.223 -0.744
H 2.182 2.526 2.409 0.298
H 3.427 1.778 2.803 0.319
O 3.094 2.370 2.121 -0.652
```

Summary:
* largest force on an atom: 3.813 eV/A
* Kohn-Sham gap: 9.311 eV
* net charge: +1
* energy above the lowest of the compared OMol25 structures with the same formula, charge and spin: 2.290 eV

=====

Calculated total energy? In order: -41049.1773; -21940.4422; -23980.4867; -22492.6359 eV.